Entry 1:
A 9-piece molecular cluster, BrH16O8 overall in a non-equilibrium geometry. Source: OMol25; level of theory: ωB97M-V/def2-TZVPD.

## Properties
- LUMO level (eV) = 3.037
- HOMO-LUMO gap (eV) = 9.22
- net charge = -1
- highest occupied orbital energy (eV) = -6.19

Each line ends with the Mulliken charge.
Atoms and positions in Å:
H1 22.85800 36.63000 4.50800  0.26
H2 20.66600 36.06600 1.56500  0.22
H3 18.35300 36.87400 5.44900  0.31
H4 18.06900 38.40400 2.79400  0.32
H5 18.55100 40.60100 4.90700  0.26
H6 21.83400 40.07500 3.70300  0.33
H7 22.96100 35.23000 4.84900  0.31
H8 17.73400 36.89000 2.64900  0.31
O1 17.34700 37.81700 2.55400  -0.63
H9 20.96000 41.31600 4.59500  0.29
O2 23.70600 39.00200 1.26900  -0.65
H10 20.37000 38.33300 0.64200  0.33
H11 20.28100 34.99900 0.85100  0.23
O3 19.23700 36.72700 5.69800  -0.61
O4 21.82300 41.11200 3.88300  -0.67
H12 22.92100 38.61900 1.57400  0.33
H13 19.22700 39.17500 4.43000  0.28
Br1 20.95200 37.89200 3.09000  -0.87
H14 21.48100 38.70200 -0.27500  0.29
O5 21.00400 35.28300 1.13300  -0.50
H15 19.68000 36.70400 4.88800  0.29
O6 23.25100 36.16100 5.05400  -0.55
O7 18.40000 39.58600 4.87300  -0.58
O8 20.96700 37.92800 0.01600  -0.59
H16 24.51100 38.74500 1.79400  0.29



Entry 2:
A 9-piece molecular cluster, BrH16O8 overall in a non-equilibrium geometry. Source: OMol25; level of theory: ωB97M-V/def2-TZVPD.

## Properties
- LUMO level (eV) = 3.197
- HOMO-LUMO gap (eV) = 9.39
- net charge = -1
- highest occupied orbital energy (eV) = -6.20

Each line ends with the Mulliken charge.
Atoms and positions in Å:
H1 1.48333 1.33999 1.05704  0.26
H2 0.31506 -1.32498 1.38860  0.31
O1 -0.31542 -1.93158 1.75256  -0.60
H3 1.90440 1.16565 2.48877  0.32
H4 -2.27822 0.40118 -0.25073  0.29
H5 4.45304 0.15470 -0.15180  0.28
H6 -0.67613 -2.33986 0.91333  0.32
H7 3.03081 -0.17033 -0.59417  0.29
H8 -1.34750 -1.08667 -2.47057  0.29
H9 1.42131 -3.06230 -0.43086  0.29
O2 3.75971 -0.51881 -0.06016  -0.58
H10 1.18647 -1.80545 -1.31037  0.18
H11 -1.49608 -2.31615 -3.28843  0.31
H12 -0.85636 1.18920 1.05467  0.19
H13 -3.67392 0.51068 -0.60611  0.29
H14 -0.33289 1.15652 2.49492  0.21
O3 -2.02747 -1.57069 -2.90580  -0.63
O4 -3.12946 0.23921 0.11330  -0.55
O5 -1.06962 0.96363 1.92979  -0.51
O6 1.57729 -2.65804 -1.23745  -0.58
O7 -1.72971 3.07059 -0.25792  -0.59
O8 1.96604 1.79590 1.75957  -0.65
H15 -0.95366 2.73253 -0.73353  0.35
H16 -1.55882 3.76097 0.37046  0.28
Br1 0.34782 0.30411 -1.02511  -0.77



Entry 3:
A 2-piece molecular cluster, BrH2NOS overall in a non-equilibrium geometry. Source: OMol25; level of theory: ωB97M-V/def2-TZVPD.

## Properties
- LUMO level (alpha / beta) (eV) = -1.340 / -0.903
- HOMO-LUMO gap (alpha / beta) (eV) = 9.48 / 8.23
- highest occupied orbital energy (alpha / beta) (eV) = -10.82 / -9.13

Each line ends with the Mulliken charge.
Atoms and positions in Å:
Br1 -0.92109 0.16144 -1.98102  -0.08
H1 0.83633 1.38625 0.32300  0.26
H2 1.83055 0.09431 0.47295  0.26
N1 1.02241 0.55893 0.88336  -0.52
S1 -0.76898 -1.14505 -0.21004  0.42
O1 -1.99922 -1.05588 0.51174  -0.33



Calculated total energy in order - -86683.38507 -86685.57163 -84444.92243 eV
Calculated relative energy (zero: lowest compared OMol25 entry of this formula, charge and spin) in order - 314.2 103.2 204.7 kJ/mol